(1)
# C4H3F

A single C4H3F molecule (ωB97M-V with the def2-TZVPD basis set, the Open Molecules 2025 dataset).

XYZ file:
```
8
Properties=species:S:1:pos:R:3:forces:R:3
F -2.196 0.000 0.000 0.29 0.00 0.00
C -0.866 0.000 0.000 0.96 0.00 0.00
C 0.326 -0.747 -0.431 -0.66 0.41 0.23
C 0.326 0.001 0.862 -0.65 0.00 -0.46
C 0.326 0.747 -0.432 -0.66 -0.41 0.23
H 0.694 -1.605 -0.925 0.24 -0.36 -0.21
H 0.695 0.001 1.852 0.24 0.00 0.42
H 0.694 1.604 -0.927 0.24 0.36 -0.21
```
Positions in Å, forces in eV/Å.

LUMO   1.2 eV
Energy above the lowest of the compared OMol25 structures with the same formula, charge and spin   288.3 kJ/mol
F_max   0.96 eV/Å
Highest occupied orbital energy   -9.03 eV
Structure (SMILES)   F[C@]12[C@@H]3[C@H]1[C@@H]32
Frontier orbital gap   10.2609 eV

(2)
# H28O14

A 14-piece molecular cluster, H28O14 overall (ωB97M-V with the def2-TZVPD basis set, the Open Molecules 2025 dataset).

XYZ file:
```
42
Properties=species:S:1:pos:R:3:forces:R:3
O 1.876 3.763 0.193 -1.01 -0.44 0.68
H 2.676 3.308 0.462 0.36 0.47 -0.49
H 2.010 4.468 -0.437 0.67 -0.06 -0.16
O 0.290 -0.654 3.613 -1.94 -1.80 -3.31
H 0.657 -0.824 2.663 -0.77 0.69 2.44
H -0.740 -0.895 3.423 3.24 1.48 0.72
O 0.525 -0.742 -0.479 -0.75 -4.08 -1.35
H -0.102 -1.459 -0.138 1.05 2.30 -0.25
H 0.584 0.045 -0.004 -0.60 1.71 1.69
O 2.093 0.506 -4.531 -0.85 -4.81 1.58
H 2.797 0.844 -3.960 -0.17 0.10 0.04
H 1.905 -0.508 -4.090 0.86 4.41 -1.92
O -2.610 -2.972 -2.089 -0.48 1.22 4.39
H -2.685 -2.650 -1.019 0.10 -0.83 -4.89
H -3.048 -2.293 -2.606 -0.10 0.25 0.13
O -1.262 -4.456 -0.605 -0.35 0.08 0.76
H -1.723 -4.268 -1.431 0.05 0.01 -0.26
H -0.586 -5.084 -0.803 0.64 -0.61 -0.18
O 2.098 2.114 -2.489 1.07 2.14 -0.71
H 1.383 1.535 -2.713 -0.07 -0.99 0.75
H 2.539 2.084 -1.637 -0.92 -0.99 0.10
O -1.099 3.320 -2.688 -1.54 1.93 3.18
H -1.184 3.594 -1.684 0.44 -0.74 -3.49
H -0.421 2.675 -2.666 1.25 -1.00 -0.01
O 3.120 -0.094 -0.865 -1.17 2.13 1.77
H 2.810 -0.281 0.054 0.48 0.04 -1.22
H 3.610 -0.814 -1.163 1.19 -1.96 -0.56
O 2.637 0.878 2.040 0.03 -0.88 1.68
H 2.713 1.805 2.304 -0.12 -0.26 0.02
H 2.620 0.378 2.915 -0.03 1.06 -1.64
O -2.303 3.481 0.751 4.05 0.03 -1.08
H -1.545 3.498 1.472 -2.16 -0.02 -2.38
H -1.764 3.477 -0.176 -1.99 -0.11 3.82
O -1.142 -2.800 1.683 -0.83 3.18 -1.23
H -0.479 -2.836 2.310 2.09 -0.55 2.02
H -1.562 -3.595 1.543 -0.93 -3.17 -0.51
O -2.388 -0.469 3.113 -1.08 -1.31 3.03
H -2.516 -1.446 3.374 -0.11 2.07 -0.87
H -2.714 0.024 3.936 0.69 -0.87 -1.69
O -2.540 -0.823 0.468 0.61 -0.17 0.88
H -2.381 -0.122 1.191 -0.33 -2.19 -1.58
H -2.149 -1.711 0.766 -0.56 2.58 0.12
```
Positions in Å, forces in eV/Å.

LUMO   -0.3 eV
Energy above the lowest of the compared OMol25 structures with the same formula, charge and spin   524.1 kJ/mol
F_max   5.13 eV/Å
Highest occupied orbital energy   -10.42 eV
Frontier orbital gap   10.1666 eV

(3)
# C6H12O3

A 2-piece molecular cluster, C6H12O3 overall (ωB97M-V with the def2-TZVPD basis set, the Open Molecules 2025 dataset).

XYZ file:
```
21
Properties=species:S:1:pos:R:3:forces:R:3
C 2.554 0.111 1.201 0.22 0.03 0.26
C 1.471 0.428 0.216 0.06 -0.11 0.53
C 0.492 1.292 0.452 0.09 0.15 -0.16
C -0.607 1.625 -0.519 -0.47 -0.18 -0.14
C -1.370 0.383 -1.052 0.62 0.22 -0.35
C -1.884 -0.457 0.073 -0.59 -0.01 0.39
O -1.470 -1.518 0.472 0.16 0.00 -0.20
O -2.946 0.143 0.652 -0.01 0.47 -0.27
H 2.607 0.800 2.046 -0.28 0.11 -0.10
H 3.541 0.141 0.735 -0.03 -0.15 -0.12
H 2.411 -0.887 1.624 0.07 -0.05 -0.15
H 1.501 -0.176 -0.684 -0.12 0.11 -0.18
H 0.477 1.834 1.393 0.10 -0.02 0.01
H -1.342 2.287 -0.062 0.08 0.04 0.13
H -0.201 2.172 -1.374 -0.04 -0.08 -0.04
H -2.208 0.703 -1.670 -0.06 0.03 0.09
H -0.705 -0.205 -1.682 -0.01 -0.19 0.13
H -3.290 -0.369 1.390 0.19 -0.37 0.13
O 0.486 -2.548 -1.343 -0.38 -0.17 0.57
H 0.638 -3.503 -1.224 -0.25 0.75 0.06
H -0.157 -2.255 -0.643 0.64 -0.57 -0.59
```
Positions in Å, forces in eV/Å.

LUMO   0.7 eV
Energy above the lowest of the compared OMol25 structures with the same formula, charge and spin   57.3 kJ/mol
F_max   1.04 eV/Å
Highest occupied orbital energy   -9.27 eV
Structure (SMILES)   C/C=C/CCC(=O)O.O
Frontier orbital gap   9.9484 eV

(4)
# C35H27Br2N5O2Ru

C35H27Br2N5O2Ru as an isolated structure (ωB97M-V with the def2-TZVPD basis set, the Open Molecules 2025 dataset).

XYZ file:
```
72
Properties=species:S:1:pos:R:3:forces:R:3
Ru -0.837 -0.824 -0.158 -0.16 -0.68 0.00
C 3.955 0.380 2.370 -0.01 -0.05 0.04
C 2.642 0.566 2.786 0.17 0.09 -0.01
C 1.625 -0.161 2.208 -0.17 -0.35 -0.21
C 1.909 -1.133 1.229 1.08 0.44 0.50
C 3.247 -1.306 0.812 -0.43 -0.04 0.07
C 4.246 -0.544 1.374 0.07 0.07 0.02
N 0.887 -1.824 0.664 -1.33 0.91 -0.03
C 1.006 -3.105 0.239 -0.13 -1.23 -0.63
C 1.829 -4.086 0.811 -0.14 0.17 -0.12
C 1.753 -5.395 0.367 -0.07 -0.04 0.01
C 0.873 -5.750 -0.653 0.10 0.17 0.09
C 0.080 -4.794 -1.270 -0.09 0.32 0.12
C 0.130 -3.476 -0.825 1.01 -1.03 0.42
N -0.626 -2.452 -1.299 -0.38 1.37 0.21
N -1.380 -2.611 -2.348 0.27 -1.40 -0.75
C -2.325 -1.699 -2.500 -0.35 0.78 0.27
C -3.195 -1.749 -3.616 0.19 -0.03 0.20
C -4.218 -0.852 -3.713 0.14 0.01 0.25
C -4.374 0.105 -2.700 0.04 0.11 0.05
C -3.481 0.136 -1.654 -0.32 0.29 -0.18
N -2.458 -0.718 -1.534 0.07 -0.27 -0.08
H 4.755 0.940 2.826 0.08 0.14 0.05
H 2.419 1.282 3.563 -0.03 0.05 0.07
H 0.597 -0.044 2.529 0.02 0.04 0.00
H 3.467 -2.005 0.017 -0.01 -0.04 -0.01
H 5.263 -0.665 1.027 0.07 0.00 0.02
H 2.472 -3.822 1.638 0.05 0.01 0.06
H 2.354 -6.156 0.843 0.04 -0.02 0.02
H 0.785 -6.782 -0.953 0.08 -0.09 -0.08
H -0.607 -5.050 -2.059 -0.04 -0.05 -0.09
H -3.022 -2.517 -4.351 0.01 -0.11 -0.07
H -4.908 -0.887 -4.541 -0.04 0.00 -0.10
H -5.180 0.815 -2.741 -0.12 0.14 0.08
H -3.592 0.886 -0.879 0.06 -0.09 0.03
C -1.200 2.448 -0.641 0.08 -0.17 -0.17
C -1.804 2.048 0.665 0.03 0.23 -0.09
C -2.500 3.001 1.427 -0.02 -0.20 0.17
C -3.023 2.660 2.646 0.16 -0.12 -0.19
C -2.857 1.345 3.119 0.24 -0.09 -0.68
C -3.293 0.903 4.394 -0.19 0.03 0.46
Br -4.167 2.101 5.564 0.17 -0.29 -0.21
C -3.053 -0.385 4.824 -0.03 -0.08 0.13
C -2.441 -1.300 3.985 0.07 -0.62 0.35
Br -2.073 -3.050 4.573 -0.18 0.47 -0.09
C -2.070 -0.981 2.642 0.11 -0.35 -0.40
O -1.663 -1.845 1.830 -0.24 0.61 0.31
C -2.207 0.418 2.264 -0.09 0.63 0.16
N -1.670 0.788 1.073 0.17 -0.26 0.09
H -1.852 3.135 -1.175 -0.09 0.05 -0.03
H -1.010 1.568 -1.263 -0.08 0.28 0.10
H -0.249 2.962 -0.482 0.01 -0.02 0.06
H -2.604 4.003 1.041 -0.01 0.08 -0.04
H -3.557 3.383 3.243 0.01 0.05 0.05
H -3.349 -0.684 5.819 0.00 -0.03 0.01
C 1.162 0.678 -3.490 -0.21 -0.25 0.12
C 1.494 0.978 -2.056 -0.29 -0.65 0.18
O 1.118 0.226 -1.154 0.20 0.73 -0.68
C 2.255 2.193 -1.744 0.38 0.50 0.35
C 2.390 2.575 -0.402 -0.05 -0.25 -0.20
C 3.052 3.738 -0.065 -0.02 0.05 0.04
C 3.591 4.541 -1.061 -0.03 -0.08 -0.07
C 3.489 4.156 -2.389 0.08 0.19 0.00
C 2.829 2.994 -2.736 -0.14 -0.23 0.18
H 0.466 -0.158 -3.540 0.07 0.01 0.04
H 2.070 0.411 -4.028 0.10 -0.01 -0.08
H 0.727 1.544 -3.982 -0.01 0.11 -0.05
H 1.971 1.934 0.361 -0.01 -0.03 0.04
H 3.145 4.028 0.971 0.01 0.00 0.09
H 4.092 5.462 -0.804 0.07 0.06 0.02
H 3.921 4.770 -3.162 0.08 0.08 -0.09
H 2.780 2.706 -3.774 -0.08 -0.02 -0.13
```
Positions in Å, forces in eV/Å.

LUMO (spin up / spin down)   -3.3 / -5.2 eV
Energy above the lowest of the compared OMol25 structures with the same formula, charge and spin   94.5 kJ/mol
Multiplicity   6
F_max   1.61 eV/Å
Highest occupied orbital energy (spin up / spin down)   -8.76 / -10.28 eV
Frontier orbital gap (spin up / spin down)   5.4860 / 5.0421 eV
Charge   +1

(5)
# C4H9N2O

An isolated ion of composition C4H9N2O and charge +1 (ωB97M-V with the def2-TZVPD basis set, the Open Molecules 2025 dataset).

XYZ file:
```
16
Properties=species:S:1:pos:R:3:forces:R:3
C -2.018 0.790 -1.014 -2.07 -1.27 -0.32
C -0.530 0.917 -1.019 -0.50 -1.23 2.82
N 0.184 -0.088 -0.178 0.23 0.95 -0.88
C -0.253 -1.179 0.258 0.55 0.53 -0.69
O 0.806 -1.837 0.855 -0.37 -0.24 0.14
C 1.844 -0.921 0.707 -2.45 1.39 3.49
N 2.140 -0.271 1.824 0.38 -2.58 -4.75
H -2.604 1.277 -0.207 0.82 -0.70 0.08
H -2.294 1.398 -1.840 -0.57 0.49 -1.05
H -2.478 -0.246 -1.273 1.00 1.63 0.58
H -0.159 0.863 -1.988 0.88 -0.26 -1.66
H -0.287 1.864 -0.597 0.44 0.81 0.17
H -1.278 -1.554 0.155 0.66 -0.57 0.46
H 2.506 -0.910 -0.069 1.52 -0.45 -2.13
H 2.969 0.208 1.924 1.93 1.36 0.42
H 1.452 -0.312 2.463 -2.43 0.14 3.32
```
Positions in Å, forces in eV/Å.

LUMO   -4.3 eV
Energy above the lowest of the compared OMol25 structures with the same formula, charge and spin   308.1 kJ/mol
F_max   5.42 eV/Å
Highest occupied orbital energy   -14.93 eV
Structure (SMILES)   CC/N=C/OC=[NH2+]
Frontier orbital gap   10.6806 eV
Charge   +1

(6)
# C5H12NO

An isolated ion of composition C5H12NO and charge -1 (ωB97M-V with the def2-TZVPD basis set, the Open Molecules 2025 dataset).

XYZ file:
```
19
Properties=species:S:1:pos:R:3:forces:R:3
C 0.528 -1.219 2.642 -2.13 0.57 -0.93
N -0.341 -1.039 1.424 0.97 0.62 -1.06
C -0.143 0.165 0.518 0.53 0.07 2.00
C 1.335 0.492 0.199 -0.63 0.55 -0.37
C -1.103 0.129 -0.665 0.66 -1.90 -0.37
C -0.407 0.232 -2.052 -1.39 0.82 -1.92
O -0.213 1.487 -2.454 0.35 0.59 0.09
H 1.550 -0.826 2.593 0.02 -0.69 -0.15
H 0.032 -0.752 3.510 0.16 -0.07 -0.27
H 0.310 -2.285 2.673 1.31 -0.28 1.11
H -0.011 -1.774 0.802 -0.40 -0.26 0.06
H -0.328 1.020 1.174 -0.71 0.06 0.08
H 1.171 1.511 -0.156 0.73 0.12 -0.33
H 1.905 0.544 1.132 0.11 -0.11 -0.20
H 1.869 -0.042 -0.600 -0.36 -0.16 0.43
H -1.979 0.795 -0.582 0.75 0.17 -0.20
H -1.562 -0.875 -0.756 0.14 0.02 0.74
H -1.230 -0.308 -2.700 0.82 0.14 0.18
H 0.549 -0.373 -2.275 -0.93 -0.27 1.12
```
Positions in Å, forces in eV/Å.

LUMO   3.7 eV
Energy above the lowest of the compared OMol25 structures with the same formula, charge and spin   181.0 kJ/mol
F_max   2.51 eV/Å
Highest occupied orbital energy   -2.07 eV
Structure (SMILES)   CN[C@@H](C)CC[O-]
Frontier orbital gap   5.8161 eV
Charge   -1

Which value of energy above the lowest of the compared OMol25 structures with the same formula, charge and spin does entry 2 give?
524.1 kJ/mol

Which of these has the lowest F_max?
C4H3F